C5H7NO | ωB97M-V with the def2-TZVPD basis set

```
! RIJCOSX wB97M-V def2-TZVPD def2/J DEFGRID3
* xyz 0 1
C -1.30641 -1.11414 0.11863
C -0.41657 -0.15193 0.87453
C 0.17156 0.85659 0.11477
N -0.51313 1.91215 -0.44378
C 1.48254 0.41081 -0.24767
C 1.60095 -0.82465 0.31984
O 0.62019 -1.04879 1.18824
H -2.08628 -0.63418 -0.47013
H -0.55504 -1.58933 -0.57595
H -1.69503 -1.93256 0.72904
H 0.02845 2.59069 -0.95733
H -1.21522 2.33275 0.14466
H 2.13917 0.84945 -0.98429
H 1.88829 -1.75370 -0.14308
*
```

The calculated total energy is -324.6076 a.u. The value obtained for the highest occupied orbital energy (spin up / spin down) is -7.59 / -7.59 eV. As for the SMILES: Cc1occc1N. The calculation puts the LUMO energy (spin up / spin down) at 0.8 / 0.8 eV. The relative energy (zero: lowest compared OMol25 entry of this formula, charge and spin) is 306.9 kJ/mol.


C10H24IO5P2STm | ωB97M-V with the def2-TZVPD basis set

```
! RIJCOSX wB97M-V def2-TZVPD def2/J DEFGRID3
* xyz 2 3
C -0.09090 -0.15069 -3.37643
C -0.31870 0.80318 -2.23244
H -0.03040 0.41599 -4.32031
H -0.91482 -0.88211 -3.48725
H 0.85254 -0.73123 -3.28840
O -0.32290 2.00515 -2.30357
I 0.51840 -3.82619 -0.53620
Tm 0.02039 -1.07714 -0.37002
P 2.58916 -0.06631 -0.97281
C 3.20694 1.46732 -0.20038
C 3.55844 -1.30818 -0.02647
H 4.62576 -1.06763 -0.13170
H 4.56362 -0.25556 -2.36799
H 3.34396 -2.31199 -0.41823
H 3.09471 -0.79449 -3.23415
H 2.78908 1.56317 0.80966
H 3.24874 -1.28366 1.02724
C 3.50336 -0.03559 -2.55598
H 4.30612 1.43188 -0.14735
H 3.40972 0.95208 -3.02510
H 2.88866 2.32825 -0.80179
P -2.58463 -0.09117 -1.18697
C -3.22318 1.19519 -0.04902
C -3.42699 0.40308 -2.72898
H -3.61098 -2.26797 -1.49196
H -4.64672 -1.17406 -0.50419
H -3.20650 -1.97526 0.22730
C -3.61869 -1.52215 -0.68541
H -3.25267 -0.35667 -3.50111
H -4.50837 0.49146 -2.54972
H -4.31780 1.24538 -0.15682
H -2.78047 2.16780 -0.29719
H -3.03893 1.36709 -3.07912
H -2.96152 0.93483 0.98543
C 0.04140 1.36016 0.18338
O -0.02109 2.41577 0.64049
C -0.74028 0.11495 3.50623
S -0.28812 -1.29914 2.50455
O 0.96347 -0.90403 1.73988
O -0.19635 -2.48630 3.29951
O -1.34729 -1.34025 1.40243
H 0.10166 0.33315 4.17382
H -1.63602 -0.16194 4.07573
H -0.94620 0.98118 2.86790
*
```

The calculated total energy is -3234.8602 a.u. The value obtained for the highest occupied orbital energy (spin up / spin down) is -15.03 / -15.03 eV. The calculation puts the LUMO energy (spin up / spin down) at -10.8 / -10.8 eV.


C21H24CoN5O2 | ωB97M-V with the def2-TZVPD basis set

```
! RIJCOSX wB97M-V def2-TZVPD def2/J DEFGRID3
* xyz 1 2
Co -0.79541 0.64690 -0.99583
C -0.34117 -0.46216 -4.28834
O -0.26919 -0.64104 -2.87926
C 0.22082 -1.84897 -2.41102
C 0.43184 -2.93761 -3.24192
C 0.94181 -4.11729 -2.71934
C 1.23776 -4.20320 -1.36955
C 1.01985 -3.11570 -0.54148
C 0.51008 -1.92244 -1.04242
N 0.24975 -0.78405 -0.21202
N 0.50137 -0.98711 1.02050
C 0.25297 -0.12878 2.01783
C -0.23423 1.21573 1.86044
O -0.46186 1.74606 0.73192
C -0.42734 2.00809 3.04731
C -0.15866 1.51553 4.27269
C 0.34514 0.18653 4.47378
C 0.62546 -0.28349 5.76699
C 1.11881 -1.54978 5.95958
C 1.34155 -2.37127 4.84942
C 1.06840 -1.92801 3.57530
C 0.56292 -0.63732 3.35655
H -1.12691 -1.07752 -4.72890
H 0.61488 -0.69531 -4.75923
H -0.57076 0.58887 -4.45773
H 0.20111 -2.88057 -4.29504
H 1.10372 -4.96294 -3.37327
H 1.63717 -5.11854 -0.95542
H 1.24587 -3.17575 0.51137
H -0.79573 3.01533 2.90434
H -0.31902 2.13460 5.14834
H 0.44823 0.37254 6.61071
H 1.33616 -1.90911 6.95600
H 1.73485 -3.36941 4.99239
H 1.24596 -2.57625 2.73068
N -1.93742 1.96852 -2.01974
C -1.56842 3.40487 -1.98334
C -0.15971 3.62688 -2.50421
C 0.91632 3.06281 -1.59497
N 0.92200 1.58414 -1.60776
H -1.92701 1.65097 -2.98627
H -2.90158 1.87245 -1.71749
H -1.63918 3.73125 -0.94530
H -2.28237 3.98286 -2.57298
H 0.00229 4.70077 -2.60696
H -0.06543 3.21056 -3.51521
H 0.72435 3.36529 -0.56671
H 1.89549 3.44966 -1.88410
H 1.57098 1.26207 -0.89497
H 1.28176 1.24035 -2.49351
N -3.14542 -0.63790 0.49040
C -2.32967 -0.23235 -0.21600
H -3.85317 -0.98978 1.10374
*
```

The calculated total energy is -2621.4579 a.u. The value obtained for the highest occupied orbital energy (spin up / spin down) is -9.96 / -9.94 eV. The calculation puts the LUMO energy (spin up / spin down) at -3.1 / -3.1 eV.


C42H75F9IN4O10P2 | ωB97M-V with the def2-TZVPD basis set

```
! RIJCOSX wB97M-V def2-TZVPD def2/J DEFGRID3
* xyz 1 3
C -7.50297 -0.33811 -0.31075
C -7.24941 -1.86647 0.24387
O -5.88240 -2.11408 0.72748
P -4.91524 -2.92983 -0.51848
O -5.08748 -4.50083 -0.51459
C -3.02580 -2.47174 -0.37832
C -2.60482 -2.30811 1.23258
C -2.42314 -0.73789 1.60280
C -0.91983 -0.09726 1.41726
C -0.77206 0.21712 -0.19856
C 0.63223 0.92717 -0.64396
C 0.62840 1.33258 -2.26753
F 2.04333 1.79004 -2.53589
F 0.49058 0.02988 -2.99192
C -0.50665 2.44377 -2.66305
F -1.73560 1.66293 -3.06752
F -0.90748 3.35613 -1.56797
C -0.05220 3.24281 -4.05861
F 0.61678 2.33901 -5.04519
F -1.35866 3.63287 -4.70997
C 0.74645 4.64604 -3.77802
F -0.25736 5.74755 -3.89891
F 1.53371 4.68467 -2.52441
F 1.68217 4.83543 -4.94585
C 0.20493 -1.12258 2.02060
I 1.09730 -2.53111 0.60437
C 1.45544 -0.44393 2.82287
N 2.46444 0.29143 1.97753
C 3.68934 -0.29018 2.26542
O 4.93027 -0.80442 2.47234
C 0.99011 0.55903 4.02971
C 1.06561 -0.34429 5.43438
P 2.10343 2.08577 4.30059
O 1.45193 2.89545 5.53371
O 2.16344 3.20378 2.96589
O 3.70955 1.60880 4.89151
C -0.59358 0.89205 3.75240
N -0.91872 1.18311 2.28056
C -2.06772 2.11404 2.05420
C -3.28774 2.13143 3.12595
C -3.53564 3.61477 3.86007
C -2.20969 4.21843 4.59919
O -2.22796 3.69288 5.99929
O -5.43465 -2.17148 -2.03897
C -5.56822 -3.18029 -3.10110
C -5.74957 -2.31593 -4.52156
H -6.67065 0.43301 -0.02376
H -8.54042 0.04333 0.09724
H -7.58117 -0.36441 -1.48103
H -7.53644 -2.71660 -0.50790
H -7.96097 -1.98597 1.19509
H -2.96070 -1.39300 -0.88599
H -2.38766 -3.27841 -0.93696
H -3.58024 -2.67898 1.81552
H -1.75561 -3.03497 1.56409
H -3.26355 -0.15329 0.98727
H -2.75135 -0.60668 2.74310
H -0.87667 -0.76393 -0.87134
H -1.63935 0.92158 -0.62095
H 1.59507 0.27728 -0.50549
H 0.83093 1.94597 -0.05494
H -0.37111 -1.79490 2.82297
H 2.04657 -1.34044 3.34471
H 0.61359 0.29081 6.32669
H 0.35206 -1.27651 5.27018
H 2.18594 -0.67354 5.65817
H 3.09629 3.18273 2.58259
H 4.40024 1.86868 4.21338
H -0.87303 1.78369 4.47307
H -1.20305 -0.04527 4.17141
H -0.05597 1.70706 1.93598
H -2.56701 2.04433 0.97136
H -1.60686 3.21790 2.06907
H -3.30232 1.29129 3.93619
H -4.29992 1.96949 2.50914
H -4.44355 3.50640 4.62766
H -3.92396 4.35893 3.01575
H -1.19682 3.90933 4.10083
H -2.29158 5.38581 4.64632
H -1.30361 3.79345 6.40509
H -4.63841 -3.89449 -3.12819
H -6.59099 -3.75576 -2.90265
H -5.20475 -2.82152 -5.43011
H -5.22947 -1.25153 -4.38159
H -6.88915 -2.06908 -4.74491
C -3.77855 -7.77934 3.49346
C -2.75852 -7.30398 2.41869
C -2.20838 -8.52096 1.62372
C -1.15338 -9.33283 2.36895
C -0.05170 -8.43235 2.91671
C -0.60593 -7.27586 3.78865
N -1.68366 -6.50010 3.09081
O -1.06717 -5.70221 2.11029
C -1.13547 -7.85582 5.12860
C 0.58598 -6.36943 4.23710
C -3.62688 -6.45972 1.42757
H -3.80683 -7.09615 4.35116
H -4.80357 -7.81314 3.10419
H -3.56761 -8.78784 3.85932
H -1.75991 -8.17347 0.68201
H -3.03218 -9.18773 1.33912
H -1.61554 -9.90896 3.17755
H -0.71270 -10.06857 1.68692
H 0.65393 -9.04016 3.49589
H 0.52237 -8.02625 2.07320
H -1.59409 -7.07272 5.74570
H -0.31739 -8.29294 5.71640
H -1.86135 -8.65828 5.00669
H 1.15319 -5.96627 3.39043
H 1.30572 -6.93593 4.84232
H 0.23402 -5.52948 4.84722
H -4.03441 -5.56728 1.92232
H -4.47549 -7.04454 1.04854
H -3.06730 -6.13742 0.54406
C 5.82301 4.92416 -3.77705
C 5.78913 6.34299 -4.41525
C 4.77177 6.38042 -5.58965
C 5.27506 5.73520 -6.87726
C 6.64858 6.27366 -7.26212
C 7.68278 6.14334 -6.11392
N 7.18182 6.72484 -4.82505
O 7.22584 8.12553 -4.94426
C 8.05150 4.64624 -5.92693
C 9.02954 6.78873 -6.57552
C 5.21397 7.25045 -3.27734
H 6.80061 4.70787 -3.32902
H 5.09228 4.81826 -2.96577
H 5.58640 4.13287 -4.49349
H 4.51080 7.42375 -5.81778
H 3.83533 5.89203 -5.29168
H 5.30584 4.64557 -6.77181
H 4.56656 5.94080 -7.68746
H 7.00393 5.74539 -8.15512
H 6.54364 7.32636 -7.55674
H 8.73449 4.50918 -5.07891
H 8.55962 4.25403 -6.81790
H 7.19195 3.99476 -5.77712
H 8.91776 7.83949 -6.86625
H 9.43287 6.27154 -7.45591
H 9.78633 6.72870 -5.78475
H 5.89699 7.28484 -2.41732
H 4.24851 6.87006 -2.91816
H 5.02669 8.27650 -3.60860
*
```

The calculated total energy is -4495.1019 a.u. The value obtained for the highest occupied orbital energy (spin up / spin down) is -10.26 / -10.84 eV. The calculation puts the LUMO energy (spin up / spin down) at -3.5 / -3.5 eV.